53
Properties=species:S:1:pos:R:3 method="wB97M-V/def2-TZVPD" spin_multiplicity=1 charge=-1 homo_ev=-7.22 orbital_gap_ev=9.5 lumo_energy_ev=2.287
O 0.034 -0.725 0.014
C -0.107 0.567 0.108
O -1.149 1.124 0.512
C 0.963 1.510 -0.415
C 0.714 1.614 -1.934
C -0.219 2.696 -2.389
O 0.311 3.129 -3.635
H 0.879 2.599 -0.015
H 2.021 1.093 -0.124
H 1.584 1.634 -2.574
H 0.310 0.672 -2.375
H -1.225 2.216 -2.470
H -0.252 3.684 -1.910
H -0.152 2.607 -4.328
H -2.619 1.678 2.603
H -3.784 0.560 2.679
O -3.450 1.552 2.950
H -0.885 -1.541 1.057
H -0.222 -2.034 2.200
O -1.140 -2.238 1.711
H -2.988 0.653 -0.900
H -2.557 2.048 -0.925
O -2.994 1.395 -1.373
H 3.539 0.109 3.408
H 3.689 -0.078 1.774
O 3.566 0.654 2.616
H -1.895 -4.050 -0.554
H -0.616 -3.174 -0.227
O -0.959 -3.929 -0.729
H 1.577 3.665 2.447
H 2.435 2.484 2.014
O 2.001 3.288 1.642
H 3.247 -1.757 1.498
H 2.577 -0.901 0.387
O 3.470 -1.059 0.758
H -3.039 -1.323 1.908
H -2.534 -0.100 1.124
O -3.357 -0.541 1.260
H 1.912 -3.043 2.524
H 2.217 -2.955 1.166
O 2.746 -3.243 2.002
H 2.261 -0.793 -1.580
H 3.094 -1.442 -2.544
O 3.078 -0.541 -2.079
H -2.979 1.047 -3.596
H -1.953 -0.006 -3.178
O -1.996 0.745 -3.702
H 0.839 -0.896 1.151
H 1.032 -1.298 3.044
O 1.277 -1.326 2.113
H -3.081 -1.600 -0.471
H -2.214 -2.447 -1.397
O -3.005 -1.983 -1.241